[1]
Entry from OMol25: C18H44BrCuN2O10P2 as an isolated structure (the ωB97M-V functional and the def2-TZVPD basis).

Summary:
HOMO energy ... -6.8 eV
Energy ... -176101.8713 eV
Net charge ... 0
2S+1 ... 1
Kohn-Sham gap ... 7.170 eV
Molecular weight ... 653.95 g/mol
F_max ... 1.67 eV/Å

Cartesian coordinates (Å):
Cu  5.2281  -11.3111  9.9156
Br  3.6085  -11.3638  7.8018
C  8.2978  -10.1377  9.4854
O  7.1907  -9.9015  9.9326
N  9.4680  -9.6707  9.9627
C  10.7062  -10.1831  9.4448
C  9.4943  -8.6561  10.9851
H  8.4397  -10.7960  8.6148
H  11.4941  -9.4904  9.7610
H  10.7324  -10.2250  8.3593
H  11.0194  -11.1202  9.9167
H  8.4852  -8.3238  11.1903
H  9.9331  -9.0363  11.9117
H  10.0573  -7.7837  10.6442
C  5.5156  -9.1340  12.5166
O  4.8690  -10.0922  12.1614
N  5.0387  -8.1845  13.3447
C  5.8998  -7.1311  13.8578
C  3.7436  -8.3678  14.0011
H  6.5414  -9.0002  12.1674
H  5.9371  -7.1715  14.9510
H  5.5437  -6.1362  13.5763
H  6.9182  -7.2443  13.4892
H  3.3974  -9.3813  13.8179
H  3.8462  -8.0668  15.0388
H  3.0137  -7.7246  13.4964
C  6.9572  -11.2464  6.3729
C  7.9042  -12.4142  6.3649
O  7.2644  -13.6318  6.7968
P  7.2416  -14.0275  8.3238
O  6.8882  -12.9406  9.2438
O  6.2512  -15.2189  8.3102
C  4.8398  -14.9009  8.2127
C  4.1174  -16.1385  7.7404
O  8.6029  -14.7380  8.6490
C  9.7377  -14.0018  9.1065
C  10.8574  -14.1020  8.0997
H  7.4757  -10.4090  5.8867
H  6.0499  -11.4511  5.8108
H  6.6786  -10.9104  7.3698
H  8.2507  -12.6479  5.3550
H  8.8403  -12.1961  6.8997
H  4.4274  -14.4858  9.1330
H  4.7291  -14.0977  7.4763
H  3.0407  -16.0107  7.6517
H  4.5711  -16.5621  6.8470
H  4.2136  -16.9154  8.5162
H  9.4420  -12.9891  9.3848
H  10.0947  -14.4990  10.0122
H  11.7078  -13.4975  8.4349
H  11.2290  -15.1231  8.0478
H  10.5793  -13.7318  7.1134
C  0.3202  -12.1007  11.5156
C  1.6781  -11.4881  11.5103
O  2.5093  -11.9609  12.5885
P  3.5451  -13.1003  12.2822
O  4.3671  -12.8528  11.1062
O  4.3294  -13.2407  13.6308
C  3.6988  -13.2635  14.9240
C  4.2344  -14.3830  15.7765
O  2.6639  -14.4226  12.2088
C  3.3602  -15.6633  12.1337
C  2.4139  -16.7765  12.5232
H  -0.2689  -11.7891  12.3837
H  -0.2597  -11.7352  10.6644
H  0.3211  -13.1899  11.4723
H  2.1776  -11.5662  10.5382
H  1.5782  -10.4047  11.6229
H  3.9908  -12.3277  15.4265
H  2.6177  -13.1592  14.8342
H  3.8126  -15.3512  15.4770
H  5.3115  -14.5455  15.7633
H  3.9703  -14.2009  16.8202
H  3.6852  -15.8296  11.1042
H  4.2265  -15.6874  12.7967
H  1.5448  -16.8030  11.8661
H  2.9087  -17.7301  12.6860
H  1.9708  -16.5550  13.5071

Löwdin population analysis, charges in e, atoms 1 to 4:
1. Cu 0.075
2. Br -0.144
3. C -0.300
4. O 0.011

[2]
Entry from OMol25: a 3-piece molecular cluster, C18H44ClN7O4P2 overall (the ωB97M-V functional and the def2-TZVPD basis).

Summary:
HOMO energy ... -7.8 eV
Energy ... -69090.1823 eV
Net charge ... 0
2S+1 ... 1
Kohn-Sham gap ... 6.725 eV
Molecular weight ... 520.00 g/mol
SMILES ... C#CC[C@@H](Cl)OC(=O)CN.CN(C)P(=O)(N(C)C)N(C)C.CN(C)P(=O)(N(C)C)N(C)C
F_max ... 8.77 eV/Å

Cartesian coordinates (Å):
C  3.5424  -6.7639  -1.4696
C  2.7528  -5.9713  -1.0036
C  1.5802  -5.2618  -0.2703
C  0.7335  -4.2981  -1.2006
Cl  0.5095  -4.8844  -2.9066
O  -0.4846  -3.9849  -0.4938
C  -1.6531  -4.4097  -1.1684
O  -2.2970  -3.5613  -1.7516
C  -2.2152  -5.8831  -1.1842
N  -2.3480  -6.5084  0.1652
H  4.2204  -7.5588  -1.8672
H  0.9056  -5.9704  0.2867
H  2.0612  -4.5984  0.5186
H  1.3090  -3.3221  -1.2756
H  -3.2196  -5.8795  -1.6877
H  -1.5112  -6.4927  -1.8314
H  -1.7658  -7.3589  0.1188
H  -3.3018  -6.8910  0.2427
O  -1.8511  2.3304  -1.9368
P  -3.2485  1.9107  -1.4662
N  -3.2941  3.0983  -0.2316
C  -3.6162  2.9890  1.1703
C  -3.6384  4.4314  -0.7134
N  -2.6981  0.3379  -0.9407
C  -2.1753  0.0965  0.3961
C  -1.7590  -0.2947  -1.8792
N  -4.9175  1.4175  -1.0786
C  -5.3506  0.4960  -0.0468
C  -5.5801  1.0178  -2.3360
H  -4.6994  3.0139  1.3545
H  -3.1751  3.8211  1.7295
H  -3.1990  2.1027  1.6399
H  -4.7186  4.5172  -0.8966
H  -3.1152  4.6544  -1.6473
H  -3.3428  5.2075  -0.0020
H  -1.3661  0.7952  0.6476
H  -1.7862  -0.9222  0.4892
H  -2.9515  0.1486  1.1601
H  -0.7366  0.0873  -1.7625
H  -2.0643  -0.1276  -2.9163
H  -1.7308  -1.3783  -1.7321
H  -5.0380  -0.5375  -0.2390
H  -6.4437  0.5012  0.0094
H  -5.0193  0.7812  0.9489
H  -5.1943  0.0572  -2.7013
H  -5.4043  1.7718  -3.1120
H  -6.6649  0.9414  -2.2122
O  4.9277  0.0467  0.6657
P  4.5273  1.4755  1.0503
N  3.9205  0.9973  2.5792
C  2.6612  1.2800  3.2245
C  4.9576  0.8039  3.5867
N  3.3213  1.5728  -0.2113
C  1.9459  1.1349  -0.0150
C  3.7675  1.0002  -1.4889
N  4.2089  3.1860  1.4385
C  2.9587  3.9073  1.2985
C  5.2646  4.0026  0.8074
H  2.6590  2.2562  3.7291
H  2.4439  0.5232  3.9857
H  1.8111  1.2299  2.5499
H  5.3102  1.7679  3.9791
H  5.8154  0.2730  3.1647
H  4.6009  0.1966  4.4231
H  1.8965  0.1062  0.3659
H  1.3823  1.1783  -0.9519
H  1.3928  1.7966  0.6517
H  3.6782  -0.0930  -1.5075
H  4.8111  1.2560  -1.6932
H  3.1771  1.3997  -2.3198
H  2.6560  4.0380  0.2526
H  3.0645  4.9056  1.7346
H  2.1369  3.4506  1.8447
H  5.1378  4.0442  -0.2823
H  6.2511  3.5737  1.0185
H  5.2745  5.0229  1.2034

Löwdin population analysis, charges in e, atoms 1 to 4:
1. C 0.076
2. C -0.154
3. C -0.163
4. C -0.618

[3]
Entry from OMol25: C18H44F6MnN4O10S2 as an isolated structure (the ωB97M-V functional and the def2-TZVPD basis).

Summary:
HOMO energy (alpha / beta) ... -8.4 / -9.9 eV
Energy above the lowest of the compared OMol25 structures with the same formula, charge and spin ... 0.0 kcal per mole
Energy ... -115112.5904 eV
Net charge ... 0
2S+1 ... 6
Kohn-Sham gap (alpha / beta) ... 8.900 / 10.450 eV
Molecular weight ... 709.63 g/mol
F_max ... 2.35 eV/Å

Cartesian coordinates (Å):
Mn  0.0669  0.1262  -0.0325
C  3.3821  0.3048  3.2511
F  3.7843  1.4528  2.6939
F  3.9431  -0.6980  2.5598
F  3.7877  0.2566  4.5102
S  1.4852  0.2487  3.1596
O  1.0711  -1.0877  3.5551
O  1.0407  1.3305  4.0040
O  1.1098  0.4739  1.7552
C  -1.4313  -2.0850  -3.7030
F  -0.6185  -3.0019  -3.1527
F  -1.3752  -2.1733  -5.0336
F  -2.6693  -2.3281  -3.2863
S  -0.8960  -0.3310  -3.2262
O  -1.9243  0.4865  -3.8541
O  -0.9999  -0.3238  -1.7637
O  0.4825  -0.1230  -3.6627
C  0.0706  -4.3672  -0.2139
C  -0.7667  -3.2008  0.2195
C  -1.7484  -3.5824  1.3205
O  -2.6367  -2.5933  1.7478
C  -3.5337  -3.1495  2.7047
N  0.1554  -2.0426  0.5941
H  0.6468  -4.8612  0.5777
H  0.8297  -4.0054  -0.9047
H  -0.5169  -5.2013  -0.6056
H  -1.4395  -2.8412  -0.5701
H  -1.1096  -3.8498  2.1797
H  -2.2544  -4.5076  1.0295
H  -4.0015  -4.0401  2.2800
H  -4.3402  -2.4709  2.9769
H  -2.9763  -3.3875  3.6132
H  1.0960  -2.3174  0.3546
H  0.0445  -2.0770  1.6071
C  1.5004  3.1288  -2.4748
C  1.1284  3.1068  -0.9850
C  0.6818  4.5156  -0.5022
O  0.1364  4.3934  0.8099
C  1.0839  4.3712  1.8531
N  -0.0505  2.1960  -0.7464
H  0.7320  3.4609  -3.1711
H  1.9844  2.2127  -2.8017
H  2.2879  3.8918  -2.5256
H  2.0143  2.7315  -0.4715
H  -0.0639  4.9798  -1.1412
H  1.6124  5.0913  -0.4879
H  0.7256  3.6789  2.6171
H  1.2337  5.3656  2.2826
H  2.0796  3.9894  1.5996
H  -0.4723  2.6492  0.0727
H  -0.6537  2.5094  -1.5089
C  -3.9162  0.0758  -0.2305
C  -2.8904  1.0968  0.2054
C  -3.5585  2.3079  0.8225
O  -4.2990  2.9785  -0.2029
C  -5.2827  3.8339  0.3680
N  -1.8816  0.4675  1.1110
H  -4.5238  -0.2166  0.6352
H  -3.5365  -0.8409  -0.6692
H  -4.6946  0.4636  -0.8916
H  -2.4241  1.5283  -0.6864
H  -2.8928  3.0893  1.2016
H  -4.2430  1.9215  1.5921
H  -5.7733  4.2837  -0.4874
H  -4.8960  4.5245  1.1253
H  -5.9622  3.2234  0.9771
H  -1.7743  1.0027  1.9733
H  -2.3212  -0.3852  1.4459
C  3.6877  -0.5248  -2.9043
C  2.9564  -1.0866  -1.6816
C  3.9180  -1.8403  -0.7701
O  3.2461  -2.7096  0.1010
C  4.1031  -3.4384  0.9324
N  2.2210  0.0728  -1.0239
H  4.5979  0.0197  -2.6290
H  3.0949  0.1691  -3.4958
H  3.9898  -1.3780  -3.5162
H  2.1675  -1.7344  -2.0749
H  4.5786  -1.1118  -0.2840
H  4.6044  -2.4404  -1.3768
H  4.8531  -4.1141  0.5150
H  3.5167  -3.9736  1.6843
H  4.6662  -2.8018  1.6271
H  2.9900  0.6277  -0.6436
H  1.9610  0.6045  -1.8532

Löwdin population analysis, charges in e, atoms 1 to 4:
1. Mn 0.780
2. C -0.644
3. F 0.119
4. F 0.118

Which value of molecular weight does entry 3 give?
709.63 g/mol

Which of these has the lowest F_max?
C18H44BrCuN2O10P2